A 2-piece molecular cluster, C2H3ClO2 overall in a non-equilibrium geometry. Source: OMol25; level of theory: ωB97M-V/def2-TZVPD.

```
8
Properties=species:S:1:pos:R:3:lowdin_charge:R:1
C 1.1609 -0.0062 -0.9245 -0.395
C 2.2438 0.1589 1.7822 0.014
O 1.3668 0.6635 -2.2961 -0.115
O 2.4835 0.1672 2.9030 0.065
Cl 1.3511 -1.7953 -0.2913 0.462
H 0.2913 -0.2215 -0.6532 -0.074
H 2.0032 0.3292 -0.3807 -0.027
H 1.1681 1.5980 -2.4009 0.070
```

Output
Energy ... -18736.537 eV
Multiplicity ... 1
HOMO level ... -10.81 eV
Gap between HOMO and LUMO ... 11.1642 eV